{"formula": "C27H43AsCl3IrN3OS2Te", "method": "the ωB97M-V functional and the def2-TZVPD basis", "charge": -1, "homo_energy_ev": [-3.246, -4.423], "gap_ha": [0.2054, 0.2483], "fmax_ev_per_a": 4.36, "s2": 6.023, "de_lowest_kj_mol": 193.34, "multiplicity": 5, "elements": ["C", "H", "H", "H", "C", "H", "H", "H", "C", "C", "C", "H", "H", "Cl", "H", "H", "H", "C", "Ir", "H", "C", "H", "H", "H", "H", "C", "H", "C", "H", "Cl", "O", "H", "H", "C", "H", "C", "N", "C", "H", "C", "H", "C", "C", "H", "H", "C", "C", "H", "H", "N", "Cl", "H", "H", "C", "N", "H", "H", "H", "H", "C", "C", "C", "S", "H", "H", "H", "H", "C", "H", "C", "C", "H", "C", "H", "Te", "H", "As", "C", "C", "S", "H", "H"], "coordinates": [[3.6291, -2.1872, 0.5967], [-1.2237, 1.5539, 4.2250], [2.3362, -3.8501, 6.0939], [0.4026, -0.6399, -3.3395], [2.3016, -3.3179, -1.7715], [-2.8830, 1.0781, 3.6349], [3.5371, 0.0921, 5.1884], [-4.6551, 1.0691, -0.6992], [2.9868, -1.8495, 5.8052], [-1.8750, 2.4948, 2.4350], [1.3472, -1.8535, 3.4822], [1.1835, 3.2952, 0.1068], [-1.3638, 4.5970, 3.0911], [2.3610, 0.6156, 2.7658], [-2.2823, -2.8879, -2.9757], [-2.7450, 0.6292, -2.2075], [1.8218, -0.1359, -4.2089], [0.6110, 4.2530, -3.0073], [-0.4546, -0.0914, 1.8267], [3.5441, -5.9466, -0.4190], [-2.9233, -3.0768, -2.1472], [-2.6834, 2.6305, 4.5073], [-1.6848, -4.5595, -0.1438], [0.6553, 5.3708, -2.7774], [0.2470, 0.0074, -4.9791], [3.7965, -4.9563, 0.0719], [-4.0124, 2.3345, 2.0054], [0.7412, 1.5097, -3.5723], [-0.5480, -3.5829, -1.1084], [3.9784, -1.7808, 7.2668], [0.4195, -1.7944, 2.6185], [-3.7025, -0.3973, -2.9928], [-1.1987, 4.8280, -5.0082], [1.2243, 1.9486, -2.3370], [0.1875, 5.7998, -5.1101], [3.0047, -0.7955, 4.9113], [-2.3542, -2.7094, -0.8806], [1.4171, -3.0026, 4.3539], [3.8704, -2.1951, 1.6473], [1.1328, 3.3279, -2.0549], [-0.8465, -3.1647, 0.6347], [-2.2074, 1.9317, 3.8391], [-3.9572, 0.5134, -0.0576], [4.5361, -2.3873, 0.0031], [1.5228, -3.9624, -2.3062], [-1.2726, -3.5418, -0.2808], [0.7891, 0.1145, -4.0086], [3.3274, -3.3704, -2.2442], [0.1401, 2.0246, -5.6318], [-3.4431, -0.6680, -0.8575], [0.3796, -4.4055, 4.0125], [1.2933, 4.8653, -0.5975], [4.1166, -5.0799, 1.0842], [2.2717, -3.0101, 5.4881], [-1.2816, 1.5410, 1.6508], [-0.7190, 4.0460, 1.5175], [-2.9802, -4.1378, -2.0770], [0.0452, 3.5111, 3.0468], [-3.6002, 3.9046, 2.3650], [2.2659, -0.8045, 3.7795], [0.4149, 2.4440, -4.5779], [-2.9810, -0.3487, -2.2262], [0.2046, -0.5544, -0.5154], [-3.2345, 1.1056, 0.3489], [3.2915, -1.2118, 0.3506], [-4.6705, 0.2089, 0.6647], [-0.0810, 4.5848, -6.3375], [-0.9221, 3.7767, 2.5738], [-3.9439, -2.6440, -2.1543], [-3.1884, 3.0311, 1.8481], [1.5337, 3.7847, -0.7127], [4.5683, -4.5025, -0.3692], [0.3357, 3.8072, -4.2471], [-3.1860, 3.4162, 0.8243], [2.1463, 0.7564, -0.8803], [2.0322, -2.3537, -2.0778], [2.3235, -3.5333, 0.1952], [-2.7983, -1.6551, -0.1799], [-0.1951, 4.7892, -5.2614], [-2.6246, -1.5546, 1.5469], [-2.1553, -0.9210, -2.4411], [2.6032, 3.8297, -0.6255]]}

=====

{"formula": "C27H43AuN5OPS", "method": "the ωB97M-V functional and the def2-TZVPD basis", "homo_energy_ev": [-7.200, -7.732], "gap_ha": [0.2912, 0.2171], "fmax_ev_per_a": 1.14, "s2": 2.048, "de_lowest_kj_mol": 42.63, "multiplicity": 3, "elements": ["C", "H", "C", "H", "H", "N", "H", "H", "H", "C", "S", "H", "C", "H", "N", "C", "H", "H", "C", "H", "N", "C", "C", "H", "H", "C", "C", "H", "H", "H", "C", "H", "C", "H", "H", "N", "C", "H", "C", "C", "C", "H", "C", "C", "H", "H", "H", "H", "H", "N", "C", "H", "Au", "C", "O", "H", "C", "H", "H", "H", "C", "H", "H", "H", "H", "H", "P", "H", "C", "H", "H", "H", "C", "C", "H", "H", "C", "H", "C"], "coordinates": [[-0.6040, -3.9302, -0.8260], [-2.7845, -4.0244, 4.5457], [1.5580, -0.0040, 2.9918], [-0.2892, -4.1662, 1.3058], [3.0953, -3.8020, -1.4865], [-2.9212, -1.0943, 2.4184], [-1.2087, -2.3029, 5.3989], [-4.2143, -1.8463, 3.9074], [-0.1844, -2.9239, -0.8975], [-1.0630, 0.2237, -2.3540], [1.9165, 0.9072, 4.4700], [-1.6087, -5.1283, 0.6573], [2.8605, -3.2929, -0.5604], [-3.5923, -4.4561, -0.7322], [-1.2731, -3.0758, 3.4364], [0.6740, 0.7405, 2.1504], [-3.0264, -0.6802, -2.2806], [-1.7815, -6.2787, 4.4205], [-3.9972, 1.1081, 2.4201], [-6.1742, 1.0378, 2.4036], [2.0451, -1.3284, 0.5312], [-0.3698, -4.9667, 5.4319], [-0.0002, 0.5892, -3.3836], [-0.4847, -5.6580, 3.3891], [-1.8982, 0.6964, 2.7611], [-2.8324, -2.5317, -0.1579], [-1.1715, -5.3978, 4.2017], [-5.4252, 0.4842, 3.9010], [1.1825, -3.8947, 4.3814], [-1.3987, 1.1624, -1.8848], [-2.0760, -4.2602, 3.7371], [-1.0622, -4.7794, 6.2609], [1.0010, 2.2397, 3.9171], [0.8795, 1.0027, -2.8813], [-1.9770, -1.3085, -3.5688], [2.1326, -1.1796, 2.9090], [-1.7543, -4.0737, -1.8337], [-3.7470, -3.2099, -1.9616], [-0.5154, -2.6019, 4.5960], [2.2700, -1.8894, 1.7346], [2.3472, -2.0097, -0.5779], [-3.7795, -2.1439, 0.2045], [0.4177, 2.0175, 2.6954], [-5.3765, -0.9752, 2.3151], [2.1364, -1.4980, -1.5117], [-3.9210, 2.1311, 2.7993], [-2.7322, 0.2952, -3.7368], [-5.3727, -0.9765, 1.2217], [3.4150, -4.9221, 0.7327], [-2.0748, -3.0890, 0.9873], [-4.1639, -1.7653, 2.8114], [-2.2957, -1.7041, -0.6308], [-0.0895, -0.0153, 0.4640], [0.4105, -3.6874, 5.1297], [-0.5266, -0.6671, -1.4101], [0.0669, -1.7256, 4.3122], [-3.0773, -3.6118, -1.2007], [-1.5360, -3.4697, -2.7169], [-1.8427, -5.1136, -2.1585], [0.9113, -3.3193, 6.0290], [-1.1140, -4.1506, 0.5939], [0.9387, 3.1425, 4.5120], [-0.3746, 1.3271, -4.1014], [-2.9705, 0.2132, 4.0744], [0.3082, -5.7621, 5.7491], [-4.1758, -2.7727, 2.4005], [-1.5036, -1.9927, 2.1630], [0.1947, -4.6426, -1.0414], [-2.8618, 0.2579, 2.9778], [-6.2922, -1.4733, 2.6445], [0.3016, -0.3114, -3.9298], [-0.2069, 2.7605, 2.2142], [-2.2768, -0.4036, -3.0283], [3.0398, -3.9064, 0.6745], [-2.6500, -4.5481, 2.8614], [-3.9029, 1.1384, 1.3300], [2.7539, -3.2051, 1.8262], [2.9068, -3.6246, 2.8135], [-5.3331, 0.4717, 2.8086]]}

=====

{"formula": "C27H43BBrClF7N2O7", "method": "the ωB97M-V functional and the def2-TZVPD basis", "charge": 1, "homo_energy_ev": -10.882, "gap_ha": 0.1806, "fmax_ev_per_a": 5.09, "multiplicity": 1, "elements": ["C", "C", "C", "O", "H", "C", "H", "H", "H", "C", "B", "H", "C", "C", "C", "H", "H", "H", "F", "C", "H", "C", "H", "H", "F", "F", "H", "O", "H", "H", "H", "C", "N", "C", "H", "C", "H", "H", "H", "H", "C", "C", "H", "H", "F", "H", "H", "H", "O", "O", "F", "H", "Cl", "H", "F", "H", "C", "H", "H", "H", "C", "C", "H", "C", "H", "H", "O", "O", "H", "C", "H", "H", "H", "H", "Br", "F", "C", "C", "C", "C", "C", "H", "H", "C", "H", "H", "N", "C", "O"], "coordinates": [[7.9089, 0.8754, -1.2156], [2.6832, 2.2525, 0.9053], [9.0072, 1.3945, -2.1234], [1.5569, 3.4431, 3.9790], [0.9310, -2.8757, 1.5086], [8.6976, 0.1193, -0.1685], [-6.1800, 1.0397, -3.5703], [0.8088, -1.7172, 2.8522], [9.5380, -1.4362, -1.4256], [-9.4676, 4.3818, -1.1109], [0.7576, 3.8935, 2.8808], [-5.7430, 1.1627, 0.2112], [-1.1490, 1.3521, -0.0622], [-11.4154, 3.2213, -1.6584], [0.3532, 1.3000, -0.1800], [9.3980, 2.3531, -1.7650], [5.5880, -3.9363, -0.0895], [1.1893, 5.7857, 2.3481], [3.0151, 3.5906, 0.5382], [1.1080, 2.1561, 0.8378], [7.2644, 0.1825, -1.7672], [4.7015, -5.1209, -1.6949], [8.6755, 1.5182, -3.1565], [4.0649, -7.1408, -2.2653], [2.4361, -0.5834, 1.1826], [3.2334, 1.9565, 2.1613], [3.2072, -2.9317, 2.3329], [4.6179, -5.6272, 0.6181], [2.3019, -5.1883, 2.3289], [-8.5013, 4.4410, -1.6177], [-7.0013, -0.8314, -1.3156], [2.4248, -3.1723, 3.0546], [-1.9783, 2.0093, 0.8312], [-10.4728, 5.3786, -1.6542], [-6.0402, 2.7677, -0.4923], [3.8826, -6.3790, -1.5060], [5.7240, -5.3833, -1.9842], [-10.4032, 6.3567, -1.1759], [-12.0200, 2.5247, -1.0737], [0.3300, -5.6629, 3.5906], [3.4065, 1.3126, -0.1649], [-6.0989, 1.6930, -0.6800], [-12.6021, 5.0181, -2.0377], [-8.0226, -0.2091, -2.6214], [3.0671, 1.6492, -1.5011], [7.2840, 1.6706, -0.8059], [2.6683, -2.6777, 4.0007], [-7.9882, 2.0214, -1.6533], [0.4912, 5.3221, 2.8558], [-5.2345, 1.3454, -1.7717], [4.7952, 1.5908, -0.0708], [0.8486, 0.6661, -0.9741], [-2.1816, 3.5910, 2.8308], [10.7402, -0.6117, -0.4111], [4.5307, -0.8076, 0.3253], [2.8157, -6.1325, -1.5181], [-7.4947, 1.2438, -1.0656], [-10.3227, 5.5121, -2.7304], [-9.3079, 4.5249, -0.0364], [3.8114, -3.8970, -0.1408], [3.2511, -0.2563, 0.1027], [1.0422, -2.7535, 2.5924], [-12.0845, 4.8004, -0.3586], [-5.9459, 0.4734, -2.6630], [1.8895, 4.2244, 4.4683], [-11.5158, 2.9657, -2.7185], [10.0735, 0.4387, -2.0701], [-10.0330, 3.0773, -1.3005], [-5.3092, -0.3726, -2.9350], [4.6942, -4.5283, -0.2993], [4.2973, -4.4422, -2.4479], [8.1148, -0.6361, 0.3615], [-8.1227, 1.0184, -0.2029], [3.5073, -7.3667, 0.4037], [-2.1479, 0.2917, -1.4236], [2.7530, -0.9529, -1.0230], [-11.7858, 4.6694, -1.4036], [-7.2081, 0.0433, -1.9411], [2.2425, -4.6560, 3.2836], [9.8256, -0.4726, -0.9915], [0.1370, 2.8842, 1.7528], [0.8126, -4.5790, 4.9118], [9.1010, 0.8200, 0.5696], [0.8282, -4.7203, 3.8258], [2.9783, -5.0892, 3.9622], [5.1940, -7.4447, -0.1467], [-1.2325, 2.7175, 1.6583], [4.2967, -6.8182, -0.1152], [0.1076, -3.6308, 3.2302]]}